# C42H39Cl3CsN3OP2S2

A structure of composition C42H39Cl3CsN3OP2S2 in a non-equilibrium geometry (ωB97M-V/def2-TZVPD, the OMol25 dataset).

```
93
Properties=species:S:1:pos:R:3:forces:R:3:lowdin_charge:R:1
Cs 0.356 0.131 0.310 0.84 0.92 0.52 1.079
C 4.583 -0.161 2.216 0.02 0.04 -0.05 -0.043
C 3.923 0.642 1.128 0.02 -0.02 0.06 -0.293
C 3.315 1.859 1.413 -0.03 -0.01 0.00 -0.039
C 2.732 2.628 0.407 0.06 0.15 -0.08 -0.313
C 2.116 3.967 0.715 -0.06 -0.11 -0.01 -0.030
C 2.728 2.134 -0.891 0.08 0.11 -0.02 -0.073
C 3.314 0.909 -1.203 0.18 -0.01 -0.07 -0.311
C 3.290 0.399 -2.619 0.01 0.09 0.02 -0.043
C 3.930 0.187 -0.188 0.01 0.14 -0.03 -0.059
H 4.168 0.090 3.193 0.02 -0.01 0.01 0.065
H 5.655 0.045 2.245 0.00 -0.02 0.02 0.087
H 4.449 -1.229 2.046 0.00 -0.01 0.03 0.068
H 3.313 2.228 2.434 0.00 -0.01 0.00 0.120
H 1.042 3.871 0.905 -0.01 0.05 -0.02 0.070
H 2.240 4.646 -0.128 -0.05 0.03 0.02 0.085
H 2.575 4.422 1.592 -0.01 -0.01 0.02 0.081
H 2.272 2.718 -1.686 -0.05 -0.01 0.02 0.133
H 3.691 -0.612 -2.680 -0.01 -0.01 -0.03 0.055
H 3.891 1.043 -3.265 0.00 -0.03 -0.02 0.088
H 2.270 0.399 -3.011 0.00 -0.03 -0.01 0.058
H 4.432 -0.745 -0.424 -0.07 -0.04 0.01 0.115
S -0.917 0.063 -2.471 -0.11 -0.72 -1.17 0.376
C -1.502 1.543 -1.919 -0.37 0.76 -0.18 -1.187
N -1.483 1.957 -0.685 -0.40 0.52 -0.05 -0.169
C -2.055 3.203 -0.547 -0.11 0.33 -0.24 -0.333
C -2.184 3.913 0.646 0.07 0.02 -0.04 -0.061
C -2.778 5.164 0.633 0.05 -0.07 0.10 -0.095
C -3.238 5.728 -0.555 -0.04 0.08 -0.09 -0.100
C -3.109 5.046 -1.755 0.02 0.01 0.07 -0.096
C -2.522 3.789 -1.741 0.05 -0.08 -0.03 -0.485
S -2.221 2.705 -3.065 0.08 -0.13 0.33 1.003
H -1.819 3.481 1.570 0.00 0.01 0.01 0.080
H -2.885 5.707 1.565 0.00 0.02 -0.03 0.103
H -3.691 6.711 -0.545 -0.01 -0.02 0.01 0.099
H -3.452 5.481 -2.685 -0.02 0.03 0.03 0.105
N -2.411 -1.094 2.969 -0.08 0.01 -0.23 -0.409
P -2.444 0.575 2.418 -0.37 0.35 0.57 0.960
C -4.167 0.984 2.924 0.00 -0.13 -0.13 -0.358
C -4.709 2.185 2.469 0.03 -0.04 -0.03 -0.086
C -5.997 2.558 2.821 -0.01 0.03 0.01 -0.078
C -6.769 1.724 3.617 -0.04 0.00 0.02 -0.091
C -6.245 0.519 4.060 -0.03 0.00 0.01 -0.086
C -4.952 0.149 3.717 -0.01 0.00 0.02 -0.111
C -1.557 1.365 3.832 -0.06 0.02 -0.09 -0.361
C -2.001 1.255 5.147 0.08 -0.02 0.06 -0.079
C -1.315 1.880 6.173 -0.04 -0.07 0.10 -0.071
C -0.179 2.630 5.901 0.04 0.04 -0.01 -0.079
C 0.267 2.754 4.596 0.12 0.10 -0.07 -0.078
C -0.421 2.125 3.567 -0.15 -0.09 0.03 -0.128
P -0.851 -1.769 2.596 0.17 -0.75 1.23 0.861
C -0.031 -1.535 4.234 0.01 -0.04 -0.06 -0.356
C -0.644 -1.921 5.424 0.05 0.02 0.07 -0.089
C 0.021 -1.789 6.630 -0.08 0.02 0.03 -0.079
C 1.308 -1.265 6.659 0.08 0.04 0.02 -0.088
C 1.930 -0.889 5.481 0.10 0.02 0.03 -0.082
C 1.264 -1.030 4.270 -0.11 -0.01 -0.10 -0.102
C -1.180 -3.554 2.844 -0.06 0.01 -0.23 -0.353
C -0.098 -4.405 2.619 -0.07 0.04 -0.01 -0.111
C -0.215 -5.767 2.837 0.04 0.00 0.00 -0.085
C -1.423 -6.297 3.270 -0.05 -0.04 0.01 -0.090
C -2.507 -5.460 3.483 -0.01 -0.02 0.01 -0.082
C -2.388 -4.093 3.270 0.01 0.02 -0.06 -0.095
H -3.075 -1.578 2.363 -0.01 -0.04 0.07 0.027
H -4.122 2.828 1.825 -0.01 0.03 -0.02 0.077
H -6.402 3.498 2.469 0.02 -0.01 -0.02 0.105
H -7.778 2.010 3.884 0.01 0.00 0.01 0.101
H -6.844 -0.137 4.679 0.00 0.00 -0.01 0.101
H -4.551 -0.789 4.079 0.04 0.00 -0.01 0.089
H -2.887 0.673 5.367 0.00 -0.01 0.00 0.103
H -1.661 1.783 7.195 -0.02 -0.01 -0.02 0.106
H 0.351 3.123 6.707 0.01 -0.01 -0.01 0.104
H 1.144 3.349 4.374 0.00 -0.02 0.01 0.102
H -0.078 2.238 2.546 0.05 0.02 -0.07 0.053
H -1.644 -2.336 5.398 -0.02 0.03 0.00 0.103
H -0.457 -2.090 7.554 -0.01 -0.01 -0.03 0.103
H 1.826 -1.152 7.604 -0.01 -0.02 -0.01 0.101
H 2.937 -0.489 5.506 -0.01 0.00 -0.02 0.098
H 1.753 -0.761 3.338 0.02 0.04 0.05 0.070
H 0.841 -3.979 2.281 0.02 -0.07 0.02 0.082
H 0.634 -6.419 2.674 0.00 0.01 -0.02 0.103
H -1.521 -7.362 3.439 0.01 0.01 0.01 0.101
H -3.449 -5.869 3.826 0.00 -0.01 -0.03 0.103
H -3.243 -3.451 3.448 0.02 0.01 0.04 0.092
O -2.158 -1.597 -0.002 -0.15 -0.19 -0.06 -0.222
H -1.751 -1.181 -0.791 -0.25 -0.02 -0.27 -0.121
H -3.100 -1.457 -0.141 -0.02 0.00 -0.10 0.050
Cl 3.576 -3.686 -1.978 -0.06 0.00 0.05 0.641
C 1.932 -3.407 -1.361 -0.05 -0.38 -0.37 -1.575
Cl 1.153 -4.950 -0.954 0.07 0.10 -0.02 0.654
Cl 0.972 -2.525 -2.545 0.10 -0.07 0.11 0.645
C 2.033 -2.621 -0.142 0.20 -0.17 0.30 -0.436
N 2.118 -2.013 0.826 0.37 -0.67 0.10 0.106
```
Forces are in eV/Å.

The LUMO energy is 0.11 eV. For the HOMO energy, the calculation gives -0.266 Ha. For the total energy, the calculation gives -4743.2350 a.u. For the energy relative to the best compared isomer or geometry (same formula, charge and spin), the calculation gives 78.9 kJ/mol.

# C37H59N4O9P2S3Zr

A structure of composition C37H59N4O9P2S3Zr in a non-equilibrium geometry (ωB97M-V/def2-TZVPD, the OMol25 dataset).

```
115
Properties=species:S:1:pos:R:3:forces:R:3:lowdin_charge:R:1
Zr -0.350 0.039 -0.010 2.14 1.10 -0.51 1.793
C 1.911 -0.969 -0.409 0.75 -0.02 0.47 -0.182
C 2.134 -0.437 -1.704 0.06 -0.19 0.14 -0.103
C 2.295 0.978 -1.540 -0.13 0.09 -0.05 -0.121
C 2.219 1.252 -0.159 -0.04 -0.24 0.14 -0.072
C 2.036 0.062 0.575 0.84 -0.51 0.08 -0.361
C 2.724 -0.194 1.914 -0.05 -0.02 0.09 -0.525
C 2.253 -1.512 2.541 -0.01 -0.06 -0.21 -0.064
C 2.567 0.999 2.867 0.02 0.00 -0.06 -0.042
C 4.230 -0.344 1.619 -0.07 -0.03 -0.03 -0.044
C 2.576 2.113 -2.529 -0.02 0.04 -0.05 -0.501
C 4.085 2.230 -2.816 -0.04 -0.07 -0.03 -0.041
C 1.775 1.957 -3.828 0.07 -0.03 0.12 -0.040
C 2.189 3.468 -1.904 0.01 -0.08 -0.03 -0.063
C 2.420 -1.398 -2.880 -0.23 -0.02 -0.11 -0.494
C 3.688 -1.001 -3.649 -0.02 -0.01 0.10 -0.052
C 2.724 -2.802 -2.323 -0.05 0.05 -0.02 -0.071
C 1.250 -1.550 -3.863 0.09 0.03 0.02 -0.032
H 1.961 -2.014 -0.149 -0.15 -0.04 -0.04 0.088
H 2.427 2.210 0.297 -0.22 0.03 -0.03 0.117
H 1.167 -1.571 2.569 0.35 -0.10 -0.06 0.016
H 2.614 -1.593 3.568 -0.02 -0.02 0.03 0.091
H 2.642 -2.363 1.977 0.07 -0.02 -0.04 0.079
H 1.561 1.406 2.841 -0.05 0.05 0.02 0.061
H 3.254 1.800 2.581 -0.01 0.02 -0.01 0.080
H 2.785 0.711 3.895 0.03 0.01 -0.01 0.075
H 4.404 -1.183 0.941 0.02 0.00 0.02 0.081
H 4.779 -0.524 2.547 0.01 0.00 0.00 0.086
H 4.625 0.560 1.149 0.01 0.01 0.01 0.081
H 4.478 1.392 -3.382 0.03 0.00 0.00 0.049
H 4.633 2.287 -1.873 0.02 0.03 -0.01 0.088
H 4.282 3.144 -3.384 0.00 0.01 0.00 0.084
H 2.134 1.135 -4.440 -0.01 -0.04 -0.01 0.053
H 1.853 2.865 -4.432 0.00 0.01 0.00 0.085
H 0.725 1.772 -3.598 0.02 -0.04 -0.05 0.078
H 2.900 3.767 -1.131 -0.03 -0.01 0.02 0.083
H 1.199 3.417 -1.468 -0.06 0.05 0.05 0.045
H 2.202 4.241 -2.676 0.02 0.01 -0.01 0.088
H 4.520 -0.844 -2.959 0.02 0.02 -0.03 0.093
H 3.559 -0.110 -4.252 -0.01 0.02 -0.02 0.050
H 3.957 -1.814 -4.327 -0.01 -0.01 -0.01 0.084
H 3.547 -2.766 -1.606 -0.01 -0.05 0.01 0.090
H 3.018 -3.457 -3.146 -0.03 0.00 -0.03 0.083
H 1.853 -3.242 -1.839 0.04 0.02 0.04 0.027
H 1.044 -0.630 -4.407 -0.05 0.00 -0.01 0.074
H 0.346 -1.817 -3.326 0.04 -0.04 -0.08 0.048
H 1.473 -2.335 -4.591 0.04 0.03 -0.03 0.090
C -0.266 -5.188 -2.094 -0.09 0.15 0.08 -0.288
P -0.708 -3.778 -0.973 -0.15 -0.32 -0.21 0.957
C -1.993 -3.030 -2.117 0.12 0.23 0.19 -0.225
C -1.841 -4.665 0.182 0.06 0.26 0.05 -0.438
C -2.626 -3.662 1.030 0.20 0.12 -0.19 -0.424
P -1.617 -2.327 1.877 -0.45 -0.76 0.23 0.900
C -0.680 -3.441 3.019 0.19 0.21 -0.23 -0.268
C -2.986 -1.859 3.018 0.16 0.21 -0.08 -0.238
H -1.149 -5.752 -2.400 0.02 -0.04 -0.03 0.040
H 0.425 -5.858 -1.580 -0.01 0.02 0.02 0.037
H 0.234 -4.799 -2.982 0.02 0.00 0.01 0.030
H -3.002 -3.376 -1.896 -0.04 0.00 -0.03 0.116
H -1.729 -3.339 -3.122 0.00 0.07 -0.19 0.067
H -2.752 -1.264 -1.370 -0.02 0.06 0.00 0.102
H -1.215 -5.294 0.822 0.01 -0.01 -0.01 0.069
H -2.518 -5.325 -0.367 -0.02 -0.01 0.01 0.077
H -3.171 -4.196 1.810 -0.01 0.06 0.07 0.078
H -3.366 -3.130 0.430 -0.03 -0.02 -0.02 0.047
H -1.333 -4.260 3.324 -0.03 -0.01 0.02 0.045
H -0.374 -2.878 3.900 -0.02 -0.09 -0.07 0.009
H 0.211 -3.850 2.537 -0.01 0.01 -0.01 0.034
H -3.276 -2.740 3.593 0.03 -0.04 -0.01 0.051
H -3.824 -1.492 2.431 -0.02 -0.02 0.02 0.024
H -2.693 -1.078 3.715 -0.01 -0.02 -0.01 0.028
C -1.133 4.103 -3.577 -0.10 -0.02 -0.08 -0.133
C -1.413 4.198 -2.087 0.07 -0.46 -0.31 -0.350
S -1.812 2.605 -1.279 -0.05 1.48 0.35 1.049
O -0.429 1.916 -1.079 -0.03 0.07 0.05 -0.619
C -2.119 3.404 0.335 0.22 -0.19 -0.07 -0.347
C -0.871 3.979 0.991 -0.10 -0.03 -0.09 -0.108
H -1.058 5.111 -3.990 0.05 0.05 0.01 0.076
H -1.928 3.561 -4.090 0.14 0.15 0.07 0.037
H -0.197 3.588 -3.766 -0.02 0.04 -0.01 0.035
H -2.312 4.789 -1.908 -0.01 -0.02 0.06 0.095
H -0.576 4.639 -1.553 0.00 0.07 0.08 0.066
H -2.562 2.607 0.916 -0.05 -0.02 0.27 0.030
H -2.885 4.155 0.147 -0.08 -0.06 -0.02 0.101
H -0.036 3.287 0.895 0.04 0.01 0.05 0.057
H -1.051 4.136 2.053 -0.04 -0.02 0.06 0.074
H -0.587 4.936 0.556 0.04 0.03 0.00 0.068
O -4.358 1.319 -0.690 0.10 -0.07 0.04 -0.323
S -3.785 0.360 0.223 -0.90 -0.12 0.05 0.325
O -4.095 -1.039 -0.116 0.09 0.01 -0.03 -0.350
O -2.224 0.402 -0.007 -2.14 0.06 -0.06 -0.640
O -3.989 0.692 1.619 0.15 -0.06 0.08 -0.317
O -0.785 -1.037 -1.652 -0.31 -0.60 -0.23 -0.409
N -2.043 -1.520 -2.090 0.07 0.01 -0.02 -0.152
C -2.419 -0.926 -3.364 -0.28 -0.26 -0.30 -0.241
C -2.654 0.446 -3.466 0.04 -0.05 0.03 -0.208
N -2.825 1.579 -3.643 -0.17 -0.39 -0.21 0.131
C -2.329 -1.664 -4.551 0.16 -0.13 0.14 -0.284
N -2.266 -2.278 -5.533 0.01 -0.01 0.04 0.113
O -0.754 -1.498 5.915 -0.11 -0.03 -0.06 -0.300
S -0.112 -0.339 5.355 0.06 0.18 0.15 0.634
O 1.204 -0.024 5.843 -0.04 0.04 -0.03 -0.298
N -0.112 -0.395 3.729 -0.17 0.31 0.41 -0.057
C -0.763 0.607 3.196 0.25 -0.14 -0.11 -0.488
O -0.672 0.886 1.955 -0.32 0.11 0.78 -0.167
C -1.561 1.410 4.195 -0.08 0.08 -0.09 -0.110
C -2.598 2.307 4.002 0.16 0.04 0.06 0.003
C -3.156 2.924 5.115 -0.02 0.04 -0.01 -0.058
C -2.703 2.643 6.398 -0.02 -0.02 0.00 -0.073
C -1.728 1.675 6.601 0.07 -0.08 0.09 -0.038
C -1.196 1.064 5.487 0.06 -0.11 -0.21 -0.206
H -3.010 2.466 3.025 -0.02 0.10 -0.35 0.093
H -3.969 3.625 4.979 0.01 -0.01 -0.01 0.106
H -3.140 3.152 7.248 -0.02 -0.01 0.00 0.102
H -1.408 1.394 7.595 -0.01 -0.01 0.00 0.119
```
Forces are in eV/Å.

The LUMO energy is 2.21 eV. For the HOMO energy, the calculation gives -0.193 Ha. For the total energy, the calculation gives -4265.9418 a.u. For the energy relative to the best compared isomer or geometry (same formula, charge and spin), the calculation gives 38.3 kJ/mol. Its charge is -1.

# C22H18IKN4O5

A structure of composition C22H18IKN4O5 in a non-equilibrium geometry (ωB97M-V/def2-TZVPD, the OMol25 dataset).

```
51
Properties=species:S:1:pos:R:3:forces:R:3:lowdin_charge:R:1
K 0.633 -0.447 0.448 -0.54 1.39 -1.60 0.798
C -1.022 1.881 3.391 -0.03 -0.05 -0.02 -0.031
C -1.625 0.516 3.248 -0.18 -0.04 0.07 -0.262
N -2.105 -0.083 4.300 -0.01 -0.06 -0.02 0.094
C -2.622 -1.340 4.162 0.06 0.17 0.03 -0.133
C -2.605 -2.037 2.992 0.08 -0.02 -0.06 -0.185
C -3.196 -3.417 2.989 0.06 -0.02 -0.04 -0.227
O -2.171 -4.416 2.899 -0.01 0.05 -0.03 -0.060
C -2.089 -1.422 1.813 0.14 0.07 -0.02 -0.087
C -1.990 -2.194 0.600 -0.08 -0.12 0.04 -0.096
N -1.697 -1.744 -0.570 -0.11 0.07 -0.16 0.042
C -1.698 -2.617 -1.660 0.01 -0.05 -0.06 -0.322
C -2.432 -3.811 -1.720 -0.02 -0.01 0.01 -0.037
C -2.396 -4.637 -2.830 0.01 0.02 -0.02 -0.109
C -1.636 -4.291 -3.939 0.01 0.01 0.05 -0.118
C -0.939 -3.090 -3.929 -0.04 -0.01 0.03 -0.173
C -0.986 -2.261 -2.818 0.03 0.15 0.02 -0.616
I -0.028 -0.400 -2.918 -0.04 -0.15 -0.09 0.999
C -1.657 -0.054 1.894 -0.57 -0.03 0.18 -0.397
O -1.277 0.641 0.926 -1.40 0.83 0.52 -0.184
H -1.185 2.244 4.403 0.01 0.01 0.03 0.067
H -1.445 2.570 2.659 0.01 -0.03 0.02 0.079
H 0.052 1.843 3.190 -0.02 0.01 -0.02 0.085
H -3.041 -1.784 5.059 0.02 0.03 0.00 0.093
H -3.900 -3.522 2.157 0.00 -0.03 -0.04 0.114
H -3.757 -3.553 3.916 -0.04 -0.03 0.05 0.103
H -2.533 -5.193 2.465 -0.02 -0.01 0.02 0.075
H -2.132 -3.270 0.734 -0.06 0.02 0.06 0.106
H -3.061 -4.079 -0.880 0.02 -0.01 -0.02 0.098
H -2.976 -5.552 -2.834 0.00 -0.01 0.01 0.092
H -1.596 -4.935 -4.809 -0.01 0.02 0.02 0.090
H -0.363 -2.787 -4.793 0.00 0.01 0.01 0.081
O 2.411 -0.892 1.801 1.20 -0.88 0.71 -0.187
N 2.439 -2.065 1.328 0.56 -0.57 0.36 -0.622
O 2.871 -3.010 2.002 -0.18 0.46 -0.35 -0.024
O 1.995 -2.252 0.159 1.13 -1.19 0.34 -0.198
C 2.614 2.300 -1.040 0.00 0.09 -0.01 -0.040
C 2.973 3.571 -1.388 0.00 -0.03 -0.02 -0.358
C 2.997 4.035 -2.769 0.00 -0.01 0.12 -0.091
C 3.355 5.302 -3.109 0.04 0.06 0.05 -0.104
C 3.740 6.265 -2.137 -0.01 0.10 0.00 -0.311
C 3.731 5.842 -0.779 0.01 0.01 -0.11 -0.101
C 3.376 4.579 -0.416 -0.03 -0.06 -0.11 -0.088
C 4.106 7.582 -2.503 -0.02 -0.20 0.05 -0.290
N 4.412 8.662 -2.804 -0.02 -0.03 0.01 0.047
H 2.627 1.969 -0.005 0.03 0.05 -0.09 0.028
H 2.344 1.573 -1.801 0.05 0.04 0.04 -0.005
H 2.715 3.328 -3.542 0.00 0.02 -0.01 0.087
H 3.358 5.601 -4.153 -0.02 -0.04 -0.02 0.094
H 4.024 6.559 -0.019 -0.01 -0.02 0.05 0.094
H 3.388 4.294 0.630 0.00 0.03 0.01 0.090
```
Forces are in eV/Å.

The LUMO energy is 3.76 eV. For the HOMO energy, the calculation gives -0.022 Ha. For the total energy, the calculation gives -2341.9351 a.u. For the energy relative to the best compared isomer or geometry (same formula, charge and spin), the calculation gives 135.6 kJ/mol. Its charge is -2.